1.
69
Properties=species:S:1:pos:R:3:mulliken_charge:R:1 method="wB97M-V/def2-TZVPD" smiles="O=C1C=CC(=O)C(CCSc2nnco2)=C1.CCOS(C)(=O)=O.CCOS(C)(=O)=O.CCOS(C)(=O)=O" energy_ha=-3348.23326
C 6.2068 0.8677 4.8466 -0.383
H -2.0574 -4.6733 -2.8944 0.419
H -1.8137 -2.4718 -2.1959 0.411
H 6.7310 1.3916 2.8112 0.294
H 3.6456 2.3434 -1.4937 0.390
C 0.5301 -1.1432 -6.1765 -0.384
O 4.0873 1.4784 2.4888 -0.599
O 0.4472 1.9007 -0.4512 -0.289
H -5.5708 1.7750 1.8185 0.299
H -2.1681 2.4661 -0.5082 0.397
C -0.7761 -1.1754 -5.9140 -0.585
C 2.3379 0.9764 4.3526 -0.948
H -5.7917 0.6446 4.0539 0.386
H -0.3598 -4.8449 -3.3519 0.473
C -4.5272 5.7858 1.7757 -0.973
C -1.0341 -4.4523 -2.5865 -0.678
H 2.3456 3.5489 -1.4486 0.289
H 8.0704 1.4162 3.9647 0.381
H -1.5233 -0.8300 -6.6206 0.429
H -5.1560 5.7899 0.8902 0.315
H 2.2695 2.0360 4.5830 0.321
O 4.7986 1.2130 4.8377 -0.280
O -0.9620 -7.5212 -2.5222 -0.238
C -0.8463 -2.9270 -2.4130 -0.984
S -4.1940 4.1229 2.2330 1.161
H 2.2183 0.3665 5.2432 0.345
C 1.5315 -1.5868 -5.1615 0.026
O -0.4316 2.1637 -2.7466 -0.663
H -5.0115 6.2837 2.6111 0.349
C -0.2924 -2.2877 -3.6586 -0.098
H 1.7518 -2.6564 -3.2540 0.455
H -7.0538 2.2386 2.6541 0.268
O -3.3872 4.1037 3.4131 -0.622
H -0.1708 -2.7147 -1.5811 0.456
H 2.2582 2.1997 -2.5814 0.299
H 6.3002 -0.2094 4.7031 0.347
S -0.4537 1.3000 -1.6059 1.067
H -0.6577 -9.4446 -3.3295 0.410
C -5.9680 2.2823 2.6984 -0.309
H -2.0048 0.7826 0.0738 0.338
C 7.0131 1.6469 3.8309 -0.956
H -4.3624 1.6855 4.0247 0.289
H 0.9353 -0.7724 -7.1135 0.423
C -5.4502 1.6778 3.9847 -0.966
H 6.5211 1.1044 5.8607 0.266
N 0.8331 -7.5409 -1.2470 -0.342
H 6.8683 2.7185 3.9660 0.261
C -1.2746 -1.6371 -4.5917 0.755
C -0.1922 -6.8536 -1.6271 0.510
O -2.4323 -1.4766 -4.2691 -0.602
H -5.8255 2.2292 4.8463 0.269
H -3.5634 6.2450 1.5669 0.369
S 3.9147 0.6527 3.6460 1.257
C 1.0146 -2.2453 -3.9394 0.214
O -3.7629 3.3732 1.0885 -0.551
C 2.5688 2.4901 -1.5790 -1.055
H 2.2394 1.9425 0.4740 0.113
H 2.0544 0.5989 -0.6498 0.269
C -2.0036 1.4326 -0.7963 -1.071
H 1.6028 0.7044 3.5979 0.356
H -2.7548 1.1151 -1.5172 0.445
N 0.7530 -8.7599 -1.9159 -0.353
S -0.6574 -5.2979 -1.0219 -0.189
O 2.7162 -1.4074 -5.3456 -0.575
C 1.8775 1.6664 -0.5140 -0.051
C -0.2977 -8.6915 -2.6465 0.038
O 4.1298 -0.7576 3.5363 -0.661
O -0.1027 -0.0805 -1.7881 -0.458
O -5.6801 3.6988 2.5822 -0.295



2.
17
Properties=species:S:1:pos:R:3:mulliken_charge:R:1 method="wB97M-V/def2-TZVPD" de_lowest_kcal_mol=42.2 multiplicity=3
H -2.0414 1.7888 0.0271 0.376
P 3.2695 -0.5758 -0.4664 -0.153
H 0.1579 2.2337 -0.0168 0.066
H 2.5767 2.0536 0.4659 0.089
P 1.9746 0.7742 0.7430 -0.166
C -2.1832 0.7422 -0.2482 -1.394
H -2.1262 0.6223 -1.3919 0.350
H -0.8688 0.3218 1.2050 0.610
H 4.2169 -0.8618 0.4696 0.087
H -1.9878 -1.9902 0.1029 0.324
H -3.1455 0.4571 0.3172 0.350
P 0.3945 1.0058 -0.6713 -0.031
C -0.9503 0.0313 0.2081 0.034
C -1.0053 -1.3913 -0.0690 -1.202
H 2.8651 -1.7350 -0.0123 0.025
H -0.2514 -1.9890 0.5366 0.291
H -0.8952 -1.4876 -1.1995 0.343



3.
76
Properties=species:S:1:pos:R:3:mulliken_charge:R:1 method="wB97M-V/def2-TZVPD" de_lowest_kcal_mol=163.5 multiplicity=2 total_charge=+2
H 1.7812 -12.7050 11.0251 0.713
N -0.5259 -9.9547 15.5452 0.427
H 1.1894 -7.5183 20.5146 0.440
H 0.1994 -15.5205 17.2796 0.432
O -0.0571 -12.1391 14.0254 -0.504
C 2.6024 -8.4170 19.2031 -1.020
C 3.4367 -14.6682 17.0975 -0.791
C 4.1340 -9.4135 17.5105 -0.932
C -0.7274 -9.7988 16.8871 1.066
Br 2.3962 -17.1628 18.1809 -0.107
N 1.6677 -9.8149 17.4792 0.170
N 4.3396 -11.6914 15.1012 0.633
C 6.8511 -12.7362 15.2861 0.084
C 5.3701 -11.0198 14.5831 -0.197
C 0.2163 -8.5196 18.8769 -1.142
H 1.8871 -4.4896 13.9511 0.465
H -3.7390 -10.6718 14.6953 0.470
H -2.9367 -9.0670 10.6277 0.442
C -1.4467 -10.5270 13.3296 0.881
N -0.5078 -11.4451 12.9702 0.235
C 1.3109 -9.1999 9.1640 -1.028
H 0.7777 -8.4802 9.7236 0.574
Br 8.6144 -13.4721 15.2942 -0.106
H 4.2337 -8.1057 13.3822 0.256
C -1.0880 -9.9399 10.2945 -0.657
C -1.6849 -10.3498 14.8024 0.515
H 4.4318 -15.0902 17.3330 0.363
C 3.2827 -13.5191 16.3399 0.984
H -0.8144 -8.2932 19.1915 0.490
Yb 1.6604 -10.8948 14.7451 1.576
H 4.1520 -5.6813 13.6159 0.422
C 2.7371 -9.2580 18.0554 0.812
H 6.0352 -14.3414 16.5222 0.246
H 5.1380 -10.0930 14.0747 0.161
Br -0.8830 -5.7730 14.7431 -0.127
H 2.4518 -10.3826 11.9709 0.153
C 5.8427 -13.3149 16.0893 -1.105
N 2.4759 -11.2926 12.4794 -0.351
H 0.2446 -8.4484 14.3365 0.287
C 1.3210 -8.1439 19.6476 -0.691
H 1.2639 -13.0193 12.7490 0.242
N 2.1065 -13.0864 15.9069 0.120
H 0.9125 -9.2646 8.1826 0.328
H 7.4812 -10.9290 14.1482 0.477
C 3.2212 -6.1973 13.6532 -0.892
C 3.3025 -7.5776 13.7873 -0.219
H -4.0410 -10.4395 17.2210 0.517
C 0.2597 -11.4591 11.8067 0.646
C 2.3118 -15.4031 17.3958 -0.244
C -2.1812 -9.6820 11.0761 -0.743
H 4.2925 -10.4068 17.0233 -0.074
C 1.4946 -12.2267 11.9465 -1.075
H -1.0333 -9.4601 9.2861 0.475
C -3.0791 -10.2991 16.8150 -1.196
H 3.4704 -11.6188 12.4102 0.286
H -0.0398 -13.3923 15.9918 0.392
C 1.0915 -7.7616 14.2302 -0.043
C 0.9275 -6.3781 14.1598 -0.238
H 2.3735 -9.0231 9.0448 0.277
N 2.2538 -8.3892 13.9554 0.136
C 0.4239 -9.3790 17.7964 0.432
H -1.9899 -9.8327 18.7007 0.465
C -2.9152 -10.4473 15.3749 -0.426
O 1.2485 -10.4089 9.9820 -0.376
C -2.3710 -10.0089 12.4193 -1.079
H 3.4883 -8.0432 19.7444 0.422
H 4.4207 -8.6197 16.7886 0.212
C 4.5040 -12.8677 15.7441 0.707
C 2.0528 -5.5605 13.9483 -0.184
C -1.9811 -9.9424 17.5777 -0.985
C 0.9420 -13.7012 16.3648 -0.418
H -3.4565 -9.8280 12.7459 0.165
C 0.0602 -10.6429 10.6377 0.435
C 6.6796 -11.4867 14.6120 -0.876
H 4.8650 -9.2815 18.3024 0.540
C 1.0545 -14.8801 17.1050 -0.739



4.
41
Properties=species:S:1:pos:R:3:mulliken_charge:R:1 method="wB97M-V/def2-TZVPD" smiles="CCOC(=O)[C@](C)(/N=C/c1ccccc1)Oc1c(F)c(F)c([O-])c(F)c1F" de_lowest_kcal_mol=0.0 total_charge=-1
C -0.7252 2.3505 1.9242 0.066
C -2.0581 -2.8923 1.5885 -0.248
C -0.0526 3.5140 2.1482 0.357
F -0.7190 5.2775 -1.0073 -0.360
C 2.2422 -1.4797 -0.3507 -0.320
H -0.1865 -3.8702 2.0371 0.270
C -0.7263 4.3079 -0.0734 0.542
H 1.4980 -1.6683 0.4264 0.470
H -0.8514 -2.8754 3.3573 0.284
O -3.2828 -1.4523 -0.0180 -0.655
C -1.1054 -3.5546 2.5379 -1.211
C 0.6439 0.1478 -1.3087 -0.290
C -2.1179 -1.1445 0.1470 -0.147
H -2.4390 -3.5789 0.8240 0.309
C 3.4377 -2.1990 -0.4102 -0.526
C -1.5614 0.1913 -0.4207 2.150
C -1.4770 3.1821 -0.2287 0.019
O 0.7969 5.5351 1.2571 -0.802
H 2.5912 0.4427 -3.1455 0.368
H -3.2467 0.6059 -1.6218 0.365
H -1.5868 -4.4366 2.9657 0.421
C 4.0617 -0.9846 -2.4255 -0.517
H 4.7616 -0.8007 -3.2431 0.352
O -1.2956 -1.8412 0.9211 -0.180
O -2.1652 1.0116 0.5723 -0.540
C 2.8618 -0.2826 -2.3766 -0.454
N -0.1339 0.1709 -0.2983 -0.374
H 5.2909 -2.5040 -1.4918 0.342
C -2.1845 0.3935 -1.7802 -2.021
F -2.3118 3.1195 -1.3080 -0.424
H 0.3687 0.6517 -2.2581 0.158
H 3.6405 -2.9713 0.3366 0.359
H -2.0616 -0.5355 -2.3535 0.396
F -0.7305 1.3702 2.8608 -0.328
C -1.4552 2.1478 0.7314 0.379
C 1.9405 -0.5209 -1.3335 0.404
F 0.5255 3.7657 3.3323 -0.355
H -1.7168 1.2280 -2.3035 0.566
H -2.8957 -2.4157 2.1099 0.324
C 0.0699 4.5380 1.1205 0.188
C 4.3560 -1.9435 -1.4412 -0.338



5.
12
Properties=species:S:1:pos:R:3:mulliken_charge:R:1 method="wB97M-V/def2-TZVPD" smiles=COCCCl de_lowest_kcal_mol=61.0
H -1.0458 1.3222 1.4788 0.232
C -0.8191 -0.4279 -0.7311 -0.351
H -0.5866 -0.7446 -1.9134 0.230
C 0.4412 -1.2537 -0.1680 -0.640
H 0.5421 -1.0658 0.9150 0.294
O -0.6115 0.9689 -0.5667 -0.271
Cl 1.9587 -0.4545 -0.7418 -0.169
H -1.8097 -0.7744 -0.5202 0.359
C -0.0438 1.3728 0.7019 -0.614
H 0.8498 0.8913 1.1183 0.248
H 0.4462 -2.2586 -0.2400 0.441
H 0.6784 2.4244 0.6672 0.242



6.
30
Properties=species:S:1:pos:R:3:mulliken_charge:R:1 method="wB97M-V/def2-TZVPD" de_lowest_kcal_mol=58.8 total_charge=+2
H -2.8602 4.1186 2.5914 0.319
H -1.0418 -1.1720 -2.5475 0.566
C -0.3867 -1.3676 -1.7113 -0.411
H -1.6911 -2.6720 -0.4135 0.526
H -1.5339 3.0001 2.8595 0.324
O -0.3608 2.5128 -2.0082 -0.158
Hf 0.2159 0.0626 0.2126 1.045
Cl 2.3347 -0.4184 2.8005 -0.222
H 1.6166 -0.6597 -2.4547 0.582
H 2.6012 -1.7925 -0.1110 0.552
C 0.4132 -2.2676 0.2738 0.402
H 0.7528 -4.1348 1.3446 0.343
H -2.9114 -0.1131 -0.3061 0.103
N -3.3753 0.5199 0.2939 -0.296
H 1.2854 -2.6247 2.1607 0.243
C -2.6041 3.0900 2.8675 -0.799
C 1.0372 -1.1066 -1.6557 -0.506
C 1.5570 -1.7117 -0.4482 -0.297
H -4.3438 0.6955 0.2795 0.208
H -0.4894 -3.0236 2.0786 0.332
O -1.3554 0.8575 1.2571 -0.877
C 2.0318 1.0417 1.3954 0.064
C -0.7657 -2.0918 -0.5484 -0.508
C -0.1038 1.5870 -1.3425 0.500
C -2.6178 1.1631 1.2176 0.995
H -4.1894 2.2251 1.7898 0.201
C 0.4861 -3.0723 1.5394 -0.994
O 2.4636 2.1365 1.6441 -0.330
N -3.2087 2.1096 1.9357 -0.227
H -2.9762 2.9074 3.8757 0.320



7.
46
Properties=species:S:1:pos:R:3:mulliken_charge:R:1 method="wB97M-V/def2-TZVPD" smiles="C[C@@H](O/N=C1/c2ncncc2-c2cc(Br)cc(Br)c21)C(=O)NCCN(C)C" de_lowest_kcal_mol=49.9
C 0.9953 -1.7611 4.2497 0.068
C 0.8583 1.3223 -2.8107 0.214
H -2.3080 1.1742 -2.2173 0.495
C -1.5982 1.8782 -2.3753 -0.964
C -2.2322 3.1212 1.1079 -0.790
H 4.1343 1.5108 -1.5620 0.309
N 0.4997 -5.6972 0.0918 -0.585
H -2.9657 2.8039 1.8242 0.380
N 0.9648 -3.8062 -1.2496 -0.595
Br 0.5063 -1.9679 6.0851 -0.178
O 0.8701 1.7904 -3.9944 -0.710
C 0.9493 -3.6644 1.0015 0.953
H -1.1792 2.8931 1.4057 -0.021
H -2.3811 4.2155 1.0637 0.347
C 1.2698 -1.6405 0.1010 0.072
N -2.5930 2.4494 -0.1575 0.217
H 2.9150 2.8612 -1.5393 0.291
H 1.2677 0.3067 4.4396 0.430
H -2.8361 3.6455 -1.9065 0.441
H -1.6256 2.1574 -3.4622 0.385
H 3.4621 2.3188 -3.1149 0.422
C 0.5081 -5.0991 -1.1086 -0.094
H -1.1765 3.6099 -1.2458 0.386
C 1.2134 -0.5162 3.7622 -0.627
C 3.2435 1.9638 -2.1160 -1.337
H 0.3458 -5.7761 -1.9817 0.362
H 0.5871 -5.5020 2.1464 0.358
C 1.0139 -2.6709 2.1158 0.310
H 0.6946 -3.9308 3.8030 0.387
N -0.3036 1.3252 -2.0064 0.031
O 1.9646 0.3877 -0.9644 -0.023
C 0.7853 -2.9155 3.4671 -0.927
H -4.3702 1.4622 -1.1483 0.347
Br 1.2184 1.5678 1.7782 -0.152
C 1.0950 -3.0551 -0.1689 0.310
H -0.1828 1.1377 -1.0053 0.134
H -4.1704 1.2150 0.6502 0.304
C -2.0701 2.9735 -1.4673 -0.820
H 2.6084 0.0318 -3.0340 0.307
H -4.7844 2.7841 -0.0153 0.313
N 1.5809 -0.9658 -1.0152 -0.436
C 1.1012 -0.2381 2.3702 0.334
C 2.2065 0.8250 -2.2713 0.714
C 0.7420 -5.0061 1.1763 -0.285
C -4.0454 1.9026 -0.2064 -1.029
C 1.2213 -1.4218 1.5049 -0.048



8.
8
Properties=species:S:1:pos:R:3:mulliken_charge:R:1 method="wB97M-V/def2-TZVPD" de_lowest_kcal_mol=75.9
I 0.2129 2.6469 1.8721 0.141
C 1.1330 2.3307 0.0583 -0.155
C -0.9345 -1.3393 -0.6010 -0.614
H -1.3610 -2.2672 -0.7262 0.372
H -0.9740 -0.6759 -1.5172 0.301
Cl 2.5869 1.4896 0.2184 0.005
I 1.1109 -1.7340 0.0375 0.065
Cl -1.7742 -0.4508 0.6581 -0.115



F_max (computed, eV/A): 0.44; 3.94; 3.33; 1.95; 5.66; 8.52; 6.51; 3.20